This record from the Open Molecules 2025 dataset describes a cluster of 2 separate species, C2H7N in total at a distorted geometry. The level of theory is the ωB97M-V functional and the def2-TZVPD basis.

Last column: Mulliken charge in e.
CARTESIAN COORDINATES (ANGSTROEM)
C: 1.285 -1.252 1.531  -0.539
C: 0.526 -0.551 0.715  -0.440
H: 1.467 -2.297 1.370  0.195
H: 1.872 -0.995 2.422  0.242
H: 0.219 -1.050 -0.106  0.230
H: 0.168 0.307 1.133  0.293
N: -1.541 1.603 -1.636  -0.656
H: -1.679 1.592 -2.657  0.218
H: -1.668 0.642 -1.388  0.223
H: -0.650 2.002 -1.384  0.233

SMILES ... C=C.N
LUMO level ... 1.09 eV
Max |F| ... 3.49 eV Å⁻¹

This record from the Open Molecules 2025 dataset describes a structure of composition C3H6O2. The level of theory is the ωB97M-V functional and the def2-TZVPD basis.

Last column: Mulliken charge in e.
CARTESIAN COORDINATES (ANGSTROEM)
O: -1.723 0.406 -1.079  -0.666
C: -1.166 0.627 0.070  0.086
C: 0.216 -0.045 0.129  0.056
C: 1.239 -0.811 0.832  -0.284
O: 0.439 -1.251 -0.306  -0.212
H: -0.215 0.620 -1.798  0.056
H: -1.111 1.668 0.463  0.256
H: -1.542 0.004 0.931  0.167
H: 0.561 0.762 -1.580  0.056
H: 1.020 -1.371 1.738  0.245
H: 2.281 -0.611 0.601  0.239

LUMO level (spin up / spin down) ... -0.41 / -0.41 eV
Max |F| ... 0.61 eV Å⁻¹

This record from the Open Molecules 2025 dataset describes a structure of composition C34H42EuN4O3P2S at a distorted geometry. The level of theory is the ωB97M-V functional and the def2-TZVPD basis.

Last column: Mulliken charge in e.
CARTESIAN COORDINATES (ANGSTROEM)
Eu: 0.750 -1.652 -1.158  0.952
C: -4.559 4.294 -1.674  -0.390
C: -3.539 4.708 -0.914  -0.273
C: -3.659 5.115 0.533  -0.969
C: -4.675 4.306 1.369  -0.879
C: -4.661 2.814 1.107  -0.293
C: -5.463 2.212 0.225  -0.445
C: -6.485 2.955 -0.615  -0.758
C: -6.001 4.282 -1.257  -0.943
C: 0.828 -3.839 0.195  -1.462
H: -4.405 4.038 -2.726  0.401
H: -2.567 4.941 -1.362  0.886
H: -3.920 6.187 0.618  0.287
H: -2.662 5.020 0.994  0.301
H: -4.411 4.466 2.424  0.460
H: -5.673 4.739 1.235  0.317
H: -4.018 2.242 1.786  0.482
H: -5.532 1.121 0.157  0.473
H: -7.393 3.190 -0.030  0.250
H: -6.821 2.286 -1.421  0.397
H: -6.608 4.428 -2.162  0.408
H: -6.248 5.116 -0.590  0.368
H: 1.159 -4.465 -0.658  0.341
H: -0.097 -4.232 0.645  0.459
H: 1.647 -3.799 0.923  0.160
P: -0.262 -0.765 1.415  0.325
P: 1.178 1.255 -0.157  -0.128
N: -1.793 -1.608 1.361  0.706
N: 0.285 -1.245 3.017  0.590
N: 0.135 1.722 -1.514  0.315
N: 2.433 2.380 -0.495  0.566
C: -0.851 0.948 1.714  -1.127
C: 0.223 1.959 1.251  -1.187
C: -2.178 -2.568 0.412  -0.346
C: -3.457 -2.994 0.729  -0.749
C: -3.879 -2.270 1.888  -0.855
C: -2.845 -1.431 2.261  -0.357
C: 0.568 -2.572 3.389  -0.534
C: 0.875 -2.594 4.742  -0.654
C: 0.827 -1.242 5.218  -0.750
C: 0.498 -0.437 4.137  -0.253
C: -0.192 0.852 -2.576  -0.413
C: -1.301 1.363 -3.234  -1.236
C: -1.675 2.568 -2.579  -0.285
C: -0.765 2.782 -1.555  -0.129
C: 2.338 3.709 -0.929  -0.227
C: 3.619 4.164 -1.207  -0.637
C: 4.536 3.094 -0.927  -0.797
C: 3.793 2.009 -0.499  -0.310
H: -1.118 1.085 2.774  0.925
H: -1.780 1.085 1.132  0.271
H: -0.219 2.934 0.994  0.545
H: 0.955 2.129 2.061  0.466
H: -1.487 -2.907 -0.357  0.251
H: -4.025 -3.739 0.194  0.448
H: -4.828 -2.359 2.390  0.459
H: -2.746 -0.725 3.070  0.479
H: 0.558 -3.357 2.651  0.280
H: 1.104 -3.470 5.331  0.439
H: 1.013 -0.905 6.227  0.437
H: 0.393 0.634 4.057  0.381
H: 0.485 0.056 -2.889  0.697
H: -1.804 0.931 -4.089  0.446
H: -2.523 3.200 -2.800  0.183
H: -0.654 3.628 -0.891  0.348
H: 1.378 4.195 -0.997  0.304
H: 3.868 5.143 -1.578  0.450
H: 5.606 3.124 -1.033  0.444
H: 4.078 1.012 -0.201  0.486
C: 6.536 -7.191 -1.780  -1.389
C: 5.908 -5.827 -1.762  1.018
C: 6.460 -4.828 -0.950  -0.684
C: 5.866 -3.569 -0.858  -0.592
C: 4.700 -3.308 -1.591  -0.167
C: 4.176 -4.273 -2.453  -0.271
C: 4.778 -5.531 -2.535  -0.788
S: 3.877 -1.723 -1.388  1.680
O: 3.126 -1.782 -0.104  -0.547
O: 4.916 -0.718 -1.456  -0.650
O: 2.853 -1.688 -2.481  -0.846
H: 7.578 -7.143 -2.112  0.327
H: 6.549 -7.633 -0.776  0.319
H: 5.986 -7.865 -2.439  0.345
H: 7.368 -5.045 -0.376  0.345
H: 6.302 -2.791 -0.232  0.413
H: 3.304 -4.034 -3.058  0.436
H: 4.364 -6.296 -3.201  0.257

LUMO level (spin up / spin down) ... -0.04 / -0.04 eV
Max |F| ... 2.48 eV Å⁻¹
Multiplicity ... 8

This record from the Open Molecules 2025 dataset describes a structure of composition C17H18BEuN7O3S at a distorted geometry. The level of theory is the ωB97M-V functional and the def2-TZVPD basis.

Last column: Mulliken charge in e.
CARTESIAN COORDINATES (ANGSTROEM)
H: -0.160 -0.943 2.724  0.367
N: 1.416 -0.744 1.357  0.504
B: 3.316 -1.427 -0.313  0.068
N: 2.560 -1.488 1.065  -0.320
C: 2.760 -2.320 2.090  0.012
Eu: 0.525 1.041 -0.828  1.093
H: 3.645 -2.931 2.138  0.487
C: 1.728 -2.164 3.020  -1.059
H: 1.621 -2.657 3.963  0.429
C: 0.855 -1.222 2.508  -0.017
H: 4.297 -2.116 -0.288  -0.102
C: -0.051 2.149 -2.923  -1.258
H: -1.128 1.949 -2.973  0.239
H: 0.570 1.625 -3.674  0.219
H: 0.210 3.219 -2.833  0.346
N: 3.680 0.054 -0.605  0.005
N: 2.359 -1.932 -1.458  -0.101
N: 2.621 0.990 -0.554  -0.108
N: 1.190 -1.221 -1.742  -0.025
C: 4.811 0.676 -0.969  -0.085
C: 2.457 -3.003 -2.276  -0.115
H: 5.742 0.117 -1.060  0.447
H: 3.310 -3.660 -2.219  0.437
C: 4.543 2.037 -1.179  -1.103
C: 1.332 -3.015 -3.113  -1.109
C: 3.158 2.193 -0.945  -0.109
C: 0.573 -1.893 -2.738  -0.146
H: 5.242 2.813 -1.448  0.393
H: 1.104 -3.743 -3.871  0.383
H: 2.508 3.063 -1.048  0.396
H: -0.389 -1.562 -3.125  0.474
H: 1.509 0.264 1.276  0.351
O: -2.366 0.839 3.972  -0.645
S: -2.780 -0.016 2.888  0.993
O: -3.062 -1.402 3.177  -0.657
N: -1.751 0.139 1.588  -0.388
C: -2.354 0.516 0.460  0.605
O: -1.763 0.591 -0.667  -0.720
C: -3.770 0.899 0.678  -0.055
C: -4.648 1.523 -0.213  -0.520
C: -5.888 1.961 0.253  -0.504
C: -6.255 1.764 1.600  -0.456
C: -5.374 1.114 2.486  -0.496
C: -4.135 0.707 1.994  0.235
H: -4.332 1.666 -1.245  0.480
H: -6.582 2.471 -0.420  0.368
H: -7.221 2.134 1.958  0.366
H: -5.634 0.942 3.531  0.399

LUMO level (spin up / spin down) ... -0.58 / -0.59 eV
Max |F| ... 6.65 eV Å⁻¹
Multiplicity ... 8

This record from the Open Molecules 2025 dataset describes a cluster of 2 separate species, C10H16O in total at a distorted geometry. The level of theory is the ωB97M-V functional and the def2-TZVPD basis.

Last column: Mulliken charge in e.
CARTESIAN COORDINATES (ANGSTROEM)
C: 0.903 -0.086 -3.448  -1.257
C: 1.180 -0.098 -1.936  -0.746
C: 0.075 0.533 -1.137  0.265
C: 0.266 1.779 -0.588  -0.460
C: -0.673 2.399 0.259  -0.634
C: -1.801 1.667 0.560  0.923
O: -2.771 2.078 1.445  -0.547
C: -2.087 0.469 -0.094  -0.650
C: -1.121 -0.147 -0.861  -0.357
H: 0.448 0.866 -3.730  0.364
H: 0.310 -0.891 -3.875  0.340
H: 1.842 -0.046 -4.001  0.352
H: 1.281 -1.123 -1.590  0.264
H: 2.141 0.391 -1.793  0.449
H: 1.180 2.339 -0.718  0.300
H: -0.405 3.344 0.709  0.313
H: -2.587 2.976 1.756  0.295
H: -3.049 0.006 0.069  0.382
H: -1.224 -1.158 -1.225  0.396
C: 0.348 -2.401 2.943  -0.937
C: 1.112 -1.427 2.061  -0.571
H: -0.612 -2.748 2.566  0.303
H: 0.939 -3.301 3.144  0.299
H: 0.248 -1.945 3.926  0.266
H: 1.980 -1.058 2.607  0.334
H: 0.521 -0.568 1.762  0.068
H: 1.556 -1.850 1.189  0.245

SMILES ... CCc1ccc(O)cc1.CC
LUMO level ... 0.86 eV
Max |F| ... 1.37 eV Å⁻¹

This record from the Open Molecules 2025 dataset describes a cluster of 2 separate species, CH5N3S2 in total at a distorted geometry. The level of theory is the ωB97M-V functional and the def2-TZVPD basis.

Last column: Mulliken charge in e.
CARTESIAN COORDINATES (ANGSTROEM)
C: 0.076 0.836 -0.080  0.344
H: -1.139 -1.601 -0.935  0.279
H: -1.881 -1.464 0.593  0.240
H: -1.972 1.028 -0.277  0.211
H: 0.738 -1.170 1.645  0.139
H: 2.840 0.992 0.062  0.130
N: -1.680 -0.951 -0.372  -0.648
N: -1.260 0.396 -0.102  0.032
N: 0.985 -0.199 -0.114  -0.324
S: 0.542 2.442 -0.172  -0.370
S: 2.750 -0.308 -0.248  -0.033

LUMO level ... -2.47 eV
Max |F| ... 4.33 eV Å⁻¹

This record from the Open Molecules 2025 dataset describes a structure of composition C28H26GeN5Pd. The level of theory is the ωB97M-V functional and the def2-TZVPD basis.

Last column: Mulliken charge in e.
CARTESIAN COORDINATES (ANGSTROEM)
Pd: -0.386 0.096 0.209  0.688
C: 2.878 0.943 0.840  -1.170
N: 2.264 -0.335 1.194  0.028
C: 2.612 -1.453 0.314  -1.185
C: 1.806 -1.489 -0.952  0.407
N: 0.581 -0.997 -1.108  0.220
C: 0.166 -1.266 -2.417  0.383
C: -1.004 -0.951 -3.099  -0.513
C: -1.101 -1.402 -4.401  -0.781
C: -0.075 -2.145 -5.005  -0.551
C: 1.089 -2.459 -4.332  -1.038
C: 1.186 -1.995 -3.027  0.686
N: 2.195 -2.106 -2.069  -0.070
C: 2.065 1.716 -0.151  0.350
N: 0.764 1.579 -0.365  0.356
C: 0.367 2.527 -1.312  0.277
C: -0.871 2.799 -1.884  -0.455
C: -0.917 3.842 -2.787  -0.896
C: 0.225 4.594 -3.108  -0.588
C: 1.455 4.327 -2.539  -1.053
C: 1.499 3.271 -1.638  0.703
N: 2.539 2.724 -0.888  -0.075
H: 3.899 0.834 0.453  0.438
H: 2.951 1.550 1.747  0.448
H: 2.551 -0.585 2.133  0.379
H: 2.419 -2.382 0.856  0.467
H: 3.675 -1.451 0.048  0.389
H: -1.803 -0.380 -2.643  0.303
H: -1.992 -1.183 -4.973  0.444
H: -0.203 -2.480 -6.025  0.432
H: 1.876 -3.037 -4.798  0.451
H: 3.068 -2.601 -2.186  0.277
H: -1.758 2.227 -1.638  0.365
H: -1.856 4.095 -3.260  0.454
H: 0.135 5.404 -3.817  0.435
H: 2.331 4.913 -2.780  0.469
H: 3.492 3.061 -0.865  0.281
Ge: -0.547 0.053 2.856  0.914
C: -1.995 0.628 1.726  0.142
C: -2.917 -0.263 1.107  0.670
C: -4.136 0.216 0.679  -0.956
C: -4.458 1.569 0.839  -0.420
C: -3.552 2.463 1.391  -0.845
C: -2.319 2.003 1.816  -0.665
C: -0.252 -1.678 3.525  0.746
C: 0.513 -1.731 4.704  -0.372
C: 0.720 -2.945 5.336  -0.722
C: 0.183 -4.105 4.788  -0.450
C: -0.563 -4.061 3.611  -0.852
C: -0.788 -2.854 2.980  -0.131
H: 0.199 1.231 3.469  -0.007
H: -2.702 -1.325 1.001  0.348
H: -4.856 -0.457 0.232  0.513
H: -5.429 1.922 0.514  0.471
H: -3.807 3.509 1.496  0.493
H: -1.606 2.700 2.243  0.435
H: 0.929 -0.829 5.139  0.369
H: 1.289 -2.988 6.254  0.440
H: 0.340 -5.054 5.284  0.436
H: -0.979 -4.971 3.202  0.451
H: -1.391 -2.837 2.080  0.240

Net charge ... +3
LUMO level ... -11.44 eV
Max |F| ... 0.80 eV Å⁻¹

This record from the Open Molecules 2025 dataset describes the ion C11H19Cl2FIN4 with charge +1. The level of theory is the ωB97M-V functional and the def2-TZVPD basis.

Last column: Mulliken charge in e.
CARTESIAN COORDINATES (ANGSTROEM)
C: 1.580 -3.993 2.645  -1.144
C: 0.302 -3.163 2.525  -0.350
C: 0.481 -1.664 2.674  -0.912
I: 1.473 -1.129 4.504  0.130
N: 1.239 -1.063 1.576  -0.084
C: 0.630 -0.578 0.503  0.444
N: -0.697 -0.603 0.291  -0.281
C: -0.879 -0.020 -0.885  -0.155
C: -2.202 0.179 -1.563  -0.178
Cl: -3.083 -1.353 -1.444  -0.107
C: -2.946 1.429 -1.017  0.320
C: -2.730 1.716 0.458  -1.297
Cl: -4.686 1.324 -1.367  -0.134
N: 0.278 0.385 -1.424  0.463
C: 0.642 1.033 -2.680  -0.613
C: 1.710 2.093 -2.471  0.166
C: 1.460 3.067 -1.326  -0.920
F: 2.910 1.398 -2.244  -0.354
N: 1.255 0.017 -0.537  -0.277
H: 1.762 -4.283 3.678  0.348
H: 1.500 -4.899 2.048  0.356
H: 2.459 -3.443 2.300  0.311
H: -0.175 -3.330 1.554  0.328
H: -0.419 -3.472 3.283  0.408
H: -0.479 -1.161 2.736  0.529
H: 2.243 -1.003 1.651  0.329
H: -2.025 0.335 -2.625  0.365
H: -2.608 2.270 -1.624  0.241
H: -2.915 0.827 1.061  0.275
H: -3.418 2.495 0.777  0.469
H: -1.713 2.070 0.643  0.271
H: -0.247 1.482 -3.118  0.415
H: 1.016 0.267 -3.363  0.216
H: 1.812 2.635 -3.409  0.421
H: 1.319 4.079 -1.699  0.367
H: 0.591 2.794 -0.723  0.138
H: 2.327 3.069 -0.666  0.317
H: 2.234 0.197 -0.724  0.179

Net charge ... +1
SMILES ... CC[C@@H](I)Nc1nc([C@@H](Cl)[C@H](C)Cl)n(C[C@@H](C)F)[nH+]1
LUMO level ... -3.10 eV
Max |F| ... 0.40 eV Å⁻¹

Question: Among the records above, which one has the lowest max |F|?
Answer: C11H19Cl2FIN4

Question: Which value of max |F| does entry 4 give?
Answer: 6.65 eV Å⁻¹

Question: The lowest max |F| belongs to which entry?
Answer: C11H19Cl2FIN4

Question: max |F| of number 3 (C34H42EuN4O3P2S)?
Answer: 2.48 eV Å⁻¹